No. 1
The following is a quantum chemistry calculation of a cluster of 13 separate species, C27H67BrF16NO12S in total, from OMol25.

Structure (XYZ):
```
125
Properties=species:S:1:pos:R:3:lowdin_charge:R:1
C 5.09 -4.30 1.88 -0.0422
C 4.03 -4.17 0.77 -0.3995
C 2.61 -4.16 1.33 -0.0643
C 4.28 -3.02 -0.20 -0.1079
C 3.99 -1.65 0.40 -0.2438
C 5.16 -0.64 0.64 -0.5352
Br 5.72 -0.63 2.53 0.7976
C 4.59 0.78 0.36 -0.1441
C 3.09 0.49 0.42 -0.2494
C 2.05 1.56 0.15 -0.1039
C 1.79 2.42 1.39 -0.0260
C 0.71 1.95 2.35 -0.4090
F 0.22 3.07 2.96 0.1248
F 1.20 1.16 3.34 0.1294
C -0.56 1.27 1.73 -0.3340
F -1.57 1.42 2.62 0.1562
F -0.91 1.98 0.64 0.1514
C -0.42 -0.28 1.49 -0.3006
F -0.96 -0.93 2.55 0.1650
F 0.92 -0.58 1.49 0.0956
C -0.94 -0.93 0.16 -0.3813
F -0.58 -0.20 -0.92 0.1243
F -0.27 -2.12 0.07 0.0977
S -2.78 -1.36 0.09 0.7611
F -2.57 -2.44 1.20 -0.0889
F -2.48 -2.44 -1.03 -0.1087
F -3.03 -0.31 -1.08 -0.1269
F -3.10 -0.26 1.15 -0.0944
F -4.32 -1.72 0.04 -0.1005
N 3.02 -0.79 -0.35 0.1104
C 3.20 -0.72 -1.82 -0.5673
F 2.81 0.47 -2.25 0.2152
F 2.41 -1.67 -2.35 0.1995
F 4.47 -0.94 -2.14 0.2289
H 5.90 -4.93 1.51 0.0859
H 5.53 -3.35 2.15 0.0160
H 4.67 -4.78 2.75 0.0707
H 4.11 -5.07 0.17 0.1377
H 2.49 -3.47 2.16 0.0771
H 1.89 -4.00 0.53 0.0681
H 2.42 -5.14 1.73 0.0783
H 3.64 -3.20 -1.06 0.1154
H 5.30 -3.06 -0.57 0.1325
H 3.62 -1.83 1.41 0.1128
H 6.07 -0.86 0.10 0.0971
H 4.86 1.11 -0.64 0.0983
H 4.83 1.53 1.10 0.1030
H 2.93 0.18 1.45 0.1356
H 1.14 1.09 -0.23 0.0959
H 2.39 2.20 -0.65 0.1313
H 1.57 3.43 1.08 0.1424
H 2.71 2.47 1.97 0.1419
H 2.06 -1.16 -0.24 0.1746
C -6.49 -0.58 -2.71 -0.1365
O -6.90 -0.49 -1.35 -0.1249
H -7.21 -0.04 -3.32 0.0783
H -5.51 -0.13 -2.85 0.0596
H -6.47 -1.63 -3.04 0.0841
H -6.27 -0.96 -0.81 0.0285
C -5.05 1.99 -5.04 -0.1482
O -5.84 0.85 -5.40 -0.1327
H -5.72 2.75 -4.65 0.0847
H -4.32 1.73 -4.25 0.0569
H -4.52 2.39 -5.90 0.0768
H -5.25 0.18 -5.74 0.0741
C 1.54 -5.95 4.82 -0.1449
O 2.65 -5.14 4.44 -0.1411
H 1.25 -6.55 3.96 0.0735
H 1.80 -6.61 5.65 0.0802
H 0.70 -5.32 5.12 0.0740
H 2.90 -4.62 5.21 0.0627
C 6.77 4.03 -0.60 -0.1398
O 6.24 2.85 -1.18 -0.1555
H 6.67 3.96 0.48 0.0771
H 7.82 4.14 -0.85 0.0856
H 6.22 4.91 -0.94 0.0666
H 6.33 2.94 -2.13 0.0561
C -3.96 2.99 -0.26 -0.1282
O -3.61 2.54 -1.57 -0.1243
H -4.61 3.85 -0.36 0.0718
H -4.50 2.21 0.29 0.0713
H -3.07 3.28 0.29 0.0683
H -3.04 1.79 -1.46 0.0256
C -4.85 6.81 -1.77 -0.1570
O -4.51 6.34 -3.08 -0.1241
H -5.49 7.68 -1.89 0.0789
H -5.40 6.04 -1.22 0.0651
H -3.96 7.10 -1.22 0.0757
H -3.95 5.57 -2.97 0.0593
C -7.63 1.51 1.70 -0.1505
O -7.31 2.58 0.81 -0.1337
H -7.82 1.94 2.69 0.0803
H -8.53 0.99 1.37 0.0803
H -6.80 0.81 1.77 0.0561
H -7.16 2.18 -0.05 0.0569
C -0.18 -5.66 -1.81 -0.1516
O 0.72 -6.37 -0.96 -0.1250
H 0.31 -5.52 -2.77 0.0797
H -1.11 -6.22 -1.96 0.0816
H -0.43 -4.68 -1.39 0.0555
H 0.28 -6.50 -0.12 0.0714
C 5.87 5.83 -4.00 -0.1170
O 5.64 4.61 -3.29 -0.1512
H 6.92 6.07 -3.94 0.0853
H 5.58 5.73 -5.04 0.0656
H 5.29 6.64 -3.54 0.0879
H 4.70 4.41 -3.35 0.0703
C 2.92 4.32 -5.88 -0.1479
O 2.21 4.54 -4.66 -0.1285
H 3.58 5.17 -6.04 0.0664
H 3.51 3.41 -5.82 0.0784
H 2.23 4.25 -6.73 0.0820
H 1.61 3.80 -4.53 0.0669
C 0.64 -3.56 8.24 -0.1467
O 1.64 -4.49 7.83 -0.1316
H -0.31 -4.08 8.22 0.0794
H 0.83 -3.20 9.26 0.0788
H 0.59 -2.70 7.57 0.0737
H 2.49 -4.03 7.86 0.0706
C -7.97 -2.47 1.73 -0.1398
O -6.82 -1.83 2.31 -0.1309
H -8.82 -2.27 2.37 0.0822
H -8.17 -2.06 0.74 0.0696
H -7.81 -3.55 1.66 0.0779
H -6.08 -2.02 1.73 0.0366
```

Summary:
Charge ... +1
Frontier orbital gap ... 0.32386 Eh


No. 2
The following is a quantum chemistry calculation of a cluster of 9 separate species, C27H69N2O9 in total, from OMol25.

Structure (XYZ):
```
107
Properties=species:S:1:pos:R:3:lowdin_spin:R:1
C -2.54 -1.80 0.09 0.0123
C -1.13 -1.19 0.17 0.0237
C -0.78 -0.65 -1.22 0.0017
C -1.14 -0.02 1.20 0.0094
C -0.01 0.10 2.25 0.0012
C 0.58 1.52 2.31 0.0010
C 1.15 1.98 1.00 0.0001
N 2.27 1.66 0.52 0.0001
C 1.04 -0.99 2.13 0.0193
C 0.37 -2.36 1.89 0.0260
C 1.41 -3.46 1.97 -0.0009
C -0.75 -2.65 2.90 0.0041
N -0.16 -2.28 0.51 0.3948
O 0.66 -2.63 -0.41 0.4985
H -2.92 -2.04 1.08 0.0004
H -3.19 -1.04 -0.35 0.0007
H -2.54 -2.69 -0.54 0.0003
H 0.23 -0.24 -1.25 0.0012
H -0.88 -1.42 -1.98 -0.0008
H -1.49 0.15 -1.45 0.0000
H -1.16 0.90 0.60 0.0011
H -2.10 -0.03 1.72 0.0002
H -0.48 -0.06 3.23 0.0002
H -0.18 2.22 2.67 0.0000
H 1.39 1.52 3.05 0.0001
H 0.53 2.64 0.40 0.0001
H 2.78 1.07 1.18 0.0000
H 1.67 -0.83 1.24 0.0016
H 1.68 -1.02 3.01 0.0027
H 2.30 -3.20 1.41 0.0000
H 1.01 -4.42 1.65 0.0002
H 1.71 -3.55 3.02 -0.0004
H -0.35 -2.50 3.91 -0.0003
H -1.07 -3.69 2.80 0.0008
H -1.62 -2.01 2.78 0.0001
C -1.12 6.65 2.73 0.0000
C -0.60 5.26 3.05 0.0000
O -1.26 4.24 2.30 0.0001
H -2.19 6.71 2.92 0.0000
H -0.61 7.40 3.34 0.0000
H -0.94 6.89 1.68 0.0000
H -0.78 5.01 4.10 0.0000
H 0.48 5.20 2.88 0.0000
H -1.11 4.43 1.36 0.0000
C -6.68 -0.61 -1.07 0.0000
C -5.89 0.65 -1.41 0.0000
O -4.60 0.34 -1.94 0.0001
H -6.12 -1.22 -0.36 0.0001
H -7.64 -0.35 -0.63 0.0000
H -6.86 -1.21 -1.96 0.0000
H -5.70 1.23 -0.51 0.0000
H -6.45 1.27 -2.11 0.0000
H -4.72 -0.17 -2.75 0.0000
C 2.83 3.04 -3.13 0.0000
C 2.93 1.54 -2.97 0.0000
O 4.03 1.16 -2.15 0.0001
H 3.75 3.44 -3.55 0.0000
H 2.00 3.31 -3.79 0.0000
H 2.66 3.51 -2.16 0.0000
H 3.11 1.06 -3.93 0.0000
H 2.00 1.13 -2.56 0.0000
H 3.86 1.53 -1.27 0.0000
C 2.38 -5.60 -0.97 0.0000
C 3.38 -6.11 0.04 0.0001
O 3.07 -7.44 0.47 0.0000
H 1.37 -5.61 -0.56 0.0002
H 2.61 -4.58 -1.27 -0.0002
H 2.39 -6.23 -1.86 0.0000
H 3.37 -5.49 0.94 0.0000
H 4.39 -6.09 -0.36 0.0000
H 3.09 -7.99 -0.32 0.0000
C 6.02 -6.58 -4.56 0.0000
C 5.52 -6.84 -3.15 0.0000
O 4.19 -7.34 -3.12 0.0000
H 5.36 -5.87 -5.06 0.0000
H 7.03 -6.17 -4.54 0.0000
H 6.03 -7.51 -5.13 0.0000
H 5.50 -5.91 -2.57 0.0000
H 6.19 -7.53 -2.62 0.0000
H 4.17 -8.16 -3.61 0.0000
C -4.82 -0.38 5.40 0.0000
C -4.21 0.31 4.19 0.0000
O -4.20 -0.53 3.04 0.0000
H -4.29 -1.30 5.63 0.0000
H -4.79 0.27 6.27 0.0000
H -5.87 -0.64 5.20 0.0000
H -3.16 0.55 4.38 0.0000
H -4.74 1.24 3.97 0.0000
H -5.11 -0.76 2.83 0.0000
C 5.03 0.50 -6.88 0.0000
C 5.10 -1.01 -6.71 0.0000
O 6.17 -1.41 -5.86 0.0000
H 5.96 0.88 -7.29 0.0000
H 4.21 0.78 -7.55 0.0000
H 4.86 0.98 -5.92 0.0000
H 5.28 -1.50 -7.67 0.0000
H 4.15 -1.39 -6.32 0.0000
H 6.03 -1.01 -5.00 0.0000
C -4.67 10.11 2.72 0.0000
C -4.88 8.61 2.80 0.0000
O -4.05 7.99 3.78 0.0000
H -3.63 10.34 2.51 0.0000
H -5.30 10.55 1.95 0.0000
H -4.93 10.58 3.68 0.0000
H -4.61 8.14 1.85 0.0000
H -5.93 8.38 3.00 0.0000
H -4.27 8.37 4.64 0.0000
```

Summary:
Charge ... 0
Spin multiplicity ... 2
Expectation value of S² ... 0.754
Frontier orbital gap (alpha / beta) ... 0.29304 / 0.34550 Eh


no.,DFT total energy (eV)
1,-179489.875
2,-50521.873